DFT (ωB97M-V/def2-TZVPD) results for a molecular structure, C10H20NO16Tl.

XYZ file:
```
48
Properties=species:S:1:pos:R:3:mulliken_charge:R:1
Tl 0.0705 -0.7102 1.2636 1.120
N 3.0178 -3.2742 1.9574 0.992
O 3.9145 -2.4445 2.1910 -0.490
O 1.8298 -2.9017 1.9629 -0.427
O 3.2746 -4.4514 1.7134 -0.503
O 2.6398 -0.4730 0.0303 -0.485
H 2.6288 -0.6817 -0.9241 0.067
O 1.2843 4.2096 0.9339 -0.525
C 1.3939 2.9156 1.3250 0.504
O 0.5224 2.1466 0.9314 -0.264
O 2.4369 2.5091 1.8638 -0.552
H 0.3494 4.0082 0.8498 0.336
C -3.3886 2.8710 2.0247 -0.407
O -2.7023 3.0629 3.2455 -0.321
C -1.7920 2.1775 3.5384 0.781
O -1.4431 1.1683 2.9391 -0.526
O -1.2789 2.5958 4.6459 -0.354
C 0.0852 2.3352 4.9035 -0.502
H -3.9259 1.9349 1.8728 0.289
H -2.6726 3.0113 1.2150 0.053
H -4.1015 3.6947 1.9874 0.250
H 0.4629 3.1410 5.5329 0.225
H 0.6818 2.0867 4.0257 0.197
H 0.0770 1.3940 5.4532 0.288
C -0.9259 2.7385 -2.1006 -0.594
O 0.1120 2.0691 -2.8755 -0.343
C 0.5760 0.8626 -2.5109 0.701
O 0.1598 0.1566 -1.6006 -0.245
O 1.3132 0.4102 -3.5153 -0.364
C 2.0686 -0.7858 -3.5039 -0.297
H -1.8450 2.1847 -2.2924 0.313
H -1.0525 3.6854 -2.6255 0.297
H -0.9073 2.8223 -1.0140 0.093
H 2.5493 -0.9775 -2.5446 0.195
H 2.8277 -0.6850 -4.2796 0.246
H 1.3769 -1.5978 -3.7280 0.241
C -2.6795 -2.2324 -2.7665 -0.545
O -1.6194 -3.2333 -2.8062 -0.330
C -0.7619 -3.3082 -1.8329 0.711
O -0.6185 -2.5771 -0.8294 -0.443
O 0.0231 -4.4063 -2.1596 -0.350
C 1.0359 -4.8200 -1.2093 -0.528
H -3.2509 -2.1087 -1.8466 0.301
H -3.3444 -2.3802 -3.6175 0.265
H -2.1964 -1.2798 -2.9841 0.175
H 0.4750 -5.3133 -0.4156 0.304
H 1.6069 -4.0163 -0.7445 0.163
H 1.7126 -5.5337 -1.6793 0.284
```

Results
molecular weight	614.64	g mol⁻¹
ΔE to the lowest compared entry with this formula, charge and spin	251.87	kJ/mol
E_LUMO	-0.211	Eh
frontier orbital gap	3.160	eV
spin multiplicity	1



DFT (ωB97M-V/def2-TZVPD) results for a molecular structure, C10H21CdF6GeNO6S2.

XYZ file:
```
48
Properties=species:S:1:pos:R:3:mulliken_charge:R:1
Cd -0.1808 0.2711 0.1649 1.845
C -2.5085 2.7887 1.4165 -0.782
O -1.3151 2.7929 0.6589 -0.287
C -1.5113 3.3499 -0.6292 -0.442
C -0.1850 3.3624 -1.3807 -0.767
O 0.1117 2.0437 -1.8001 -0.193
C 1.2485 1.9609 -2.6361 -0.878
H -2.8856 3.8124 1.5411 0.319
H -2.2606 2.3709 2.3913 0.260
H -3.2807 2.1786 0.9354 0.295
H -1.8930 4.3789 -0.5289 0.517
H -2.2275 2.7370 -1.1907 0.211
H 0.6092 3.7361 -0.7151 0.328
H -0.2692 4.0235 -2.2575 0.417
H 1.0895 2.5235 -3.5639 0.300
H 1.3766 0.9037 -2.8623 0.239
H 2.1435 2.3411 -2.1294 0.321
F 0.8093 -4.1970 -2.0064 -0.254
C -0.1201 -3.4366 -1.4315 0.600
F -1.2066 -4.1818 -1.2471 -0.260
F 0.3499 -3.0703 -0.2356 -0.149
S -0.4767 -1.8926 -2.4646 1.006
O 0.3476 -0.9028 -1.8115 -0.547
O -0.1291 -2.2220 -3.8008 -0.670
N -2.0185 -1.6304 -2.2885 -0.513
S -2.4643 -0.9912 -0.9332 0.942
O -2.5868 0.4365 -0.9320 -0.591
O -1.7949 -1.5392 0.2182 -0.765
C -4.2374 -1.5971 -0.7792 0.379
F -5.0485 -0.9882 -1.6366 -0.193
F -4.6688 -1.3195 0.4564 -0.205
F -4.3330 -2.9083 -0.9603 -0.187
C 0.9945 -2.0234 2.8325 -0.947
Ge 2.3633 -0.8895 1.9490 0.410
C 3.1584 -1.6998 0.3153 -0.954
C 3.8003 -0.5117 3.2977 -1.220
C 1.4930 0.7919 1.3792 -1.393
H 1.4057 -2.9774 3.1473 0.371
H 0.1710 -2.2075 2.1486 0.144
H 0.6019 -1.5208 3.7133 0.345
H 3.3019 -2.7706 0.4129 0.360
H 4.1240 -1.2550 0.0920 0.396
H 2.4899 -1.5131 -0.5212 0.080
H 4.2419 -1.4432 3.6385 0.364
H 3.3888 0.0026 4.1620 0.350
H 4.5924 0.1050 2.8828 0.361
H 2.1851 1.3661 0.7622 0.475
H 1.2042 1.4117 2.2265 0.558
```

Results
molecular weight	614.42	g mol⁻¹
ΔE to the lowest compared entry with this formula, charge and spin	0.00	kJ/mol
E_LUMO	0.016	Eh
frontier orbital gap	9.435	eV
spin multiplicity	1



DFT (ωB97M-V/def2-TZVPD) results for a molecular structure, C10H21Cl3IO3P2Sn.

XYZ file:
```
41
Properties=species:S:1:pos:R:3:mulliken_charge:R:1
C 1.3984 -0.0278 -2.5683 -1.262
I -3.0815 -0.2248 -2.3440 0.176
H 2.2172 0.0328 -1.8623 0.428
H 1.3606 0.8561 -3.2218 0.408
H 1.4407 -0.9632 -3.1441 0.436
Sn -0.4626 -0.1025 -1.4644 0.831
P 0.0394 2.4195 -0.8305 0.950
C -1.5776 3.2269 -0.7066 -1.182
C 0.9000 2.9223 0.6930 -1.227
H 1.4291 3.8719 0.5375 0.557
H 0.8090 4.4381 -1.9096 0.464
H 1.5989 2.1213 0.9673 0.334
H 2.0411 3.1365 -1.9921 0.433
H -2.1079 2.8298 0.1695 0.311
H 0.1535 3.0193 1.4923 0.334
C 0.9691 3.3636 -2.0876 -1.243
H -1.4022 4.3055 -0.5857 0.440
H 0.6336 3.0990 -3.0990 0.415
H -2.1703 3.0332 -1.6090 0.393
P 0.0015 -2.4671 -0.3923 0.764
C -1.5442 -3.4154 -0.3124 -1.176
C 1.1149 -3.4811 -1.4149 -1.168
H 1.5420 -1.9774 1.3904 0.369
H 1.0514 -3.7227 1.3708 0.561
H -0.0455 -2.4486 2.0242 0.092
C 0.7110 -2.6827 1.2634 -0.953
H 2.1532 -3.1533 -1.2628 0.398
H 1.0085 -4.5286 -1.0958 0.489
H -1.2636 -4.4766 -0.2534 0.438
H -2.1434 -3.2272 -1.2118 0.358
H 0.8552 -3.3929 -2.4782 0.395
H -2.1227 -3.1162 0.5717 0.366
C -2.0817 -0.3833 0.7630 0.108
O -2.9451 -0.8367 1.3696 -0.128
Cl -0.4642 1.6369 4.8310 0.030
C -0.0072 0.1797 3.9220 0.768
Cl 1.6592 -0.2587 4.2865 0.002
Cl -1.1131 -1.1883 4.2570 -0.016
C -0.1381 0.4558 2.3516 -0.014
O -1.2187 1.0343 1.9758 -0.360
O 0.8020 0.0925 1.6100 -0.317
```

Results
molecular weight	603.20	g mol⁻¹
ΔE to the lowest compared entry with this formula, charge and spin	428.70	kJ/mol
E_LUMO (spin up / spin down)	-0.571 / -0.558	Eh
net charge	+3
frontier orbital gap (spin up / spin down)	3.593 / 4.052	eV
spin multiplicity	1



DFT (ωB97M-V/def2-TZVPD) results for a molecular structure, C10H21ClI2N4OPRh.

XYZ file:
```
41
Properties=species:S:1:pos:R:3:mulliken_spin:R:1
I -3.2135 0.7631 0.6854 0.975
I -1.7960 -0.4745 -2.7470 0.918
Rh -0.7399 0.0907 -0.3258 0.710
P -0.6965 -2.2156 -0.1259 0.085
C 0.0518 -3.1650 -1.5096 0.019
C 0.3113 -2.8926 1.2589 -0.003
H -2.8328 -2.4211 0.9621 0.002
H -2.2453 -3.9955 0.3188 0.000
H -2.9483 -2.8055 -0.7945 -0.005
C -2.3528 -2.9236 0.1153 -0.005
H 0.0699 -2.3591 2.1852 -0.001
H 0.1470 -3.9719 1.3814 0.004
H -0.1577 -4.2367 -1.3677 0.001
H 1.1350 -2.9855 -1.5249 0.002
H 1.3745 -2.7027 1.0641 -0.002
H -0.3645 -2.8172 -2.4655 0.000
C 0.7629 -0.0838 -1.3873 0.022
O 1.6376 -0.2359 -2.1304 -0.020
Cl -0.2379 0.0495 2.1165 0.287
C 1.5940 2.0986 0.2566 -0.005
N 0.1044 2.0878 -0.0466 0.087
C -0.0665 2.9104 -1.2855 0.018
N 0.4441 4.2803 -1.1144 0.138
C 1.8792 4.2407 -0.7961 -0.015
N 2.1116 3.4654 0.4358 0.183
C 1.3992 4.1199 1.5384 -0.004
N -0.0444 4.1839 1.2495 0.598
C -0.5629 2.8247 1.0828 0.005
C -0.2542 4.9346 0.0051 -0.005
H 2.1467 1.6620 -0.5831 0.011
H 1.7563 1.5084 1.1652 -0.005
H -1.1341 2.9474 -1.5432 -0.014
H 0.4894 2.4385 -2.1046 0.004
H 2.2222 5.2728 -0.6486 0.000
H 2.4262 3.7850 -1.6315 0.015
H 1.5763 3.5506 2.4625 0.003
H 1.7810 5.1413 1.6602 -0.001
H -1.6484 2.8699 0.9100 -0.006
H -0.3421 2.2847 2.0076 0.000
H 0.1536 5.9482 0.1207 -0.001
H -1.3316 4.9840 -0.2196 0.005
```

Results
molecular weight	636.45	g mol⁻¹
ΔE to the lowest compared entry with this formula, charge and spin	0.00	kJ/mol
E_LUMO (spin up / spin down)	-0.259 / -0.394	Eh
net charge	+2
frontier orbital gap (spin up / spin down)	6.894 / 5.025	eV
spin multiplicity	5



DFT (ωB97M-V/def2-TZVPD) results for a molecular structure, C10H21CoF3IO2P2.

XYZ file:
```
40
Properties=species:S:1:pos:R:3:mulliken_spin:R:1
C -0.0006 0.0328 -6.4064 -0.008
C 0.0065 0.8152 -5.1251 -0.016
H 0.0034 0.7355 -7.2476 -0.001
H -0.8900 -0.6031 -6.4360 0.002
H 0.8809 -0.6141 -6.4387 0.002
O 0.0183 2.0066 -4.9640 0.022
I -0.0076 -0.5439 -3.4210 0.493
Co 0.0016 0.1548 1.4518 2.658
P 1.9792 -0.0950 0.9042 0.078
C 3.0086 1.2083 1.6950 0.052
C 2.7808 -1.6340 1.4825 0.029
H 3.8421 -1.6331 1.2039 0.011
H 3.5924 -0.1464 -0.9235 0.015
H 2.2720 -2.4842 1.0135 0.000
H 1.9573 -0.7214 -1.4322 0.003
H 2.7860 1.2307 2.7696 -0.004
H 2.6735 -1.7125 2.5718 -0.005
C 2.5098 0.0233 -0.8366 0.026
H 4.0732 1.0101 1.5290 0.008
H 2.2548 1.0203 -1.2179 -0.007
H 2.7303 2.1774 1.2631 -0.002
P -1.9810 -0.0585 0.9072 0.078
C -2.9845 1.2649 1.6975 0.052
C -2.5111 0.0667 -0.8331 0.026
H -2.3182 -2.4417 1.0207 0.000
H -3.8717 -1.5609 1.2124 0.011
H -2.7024 -1.6604 2.5784 -0.005
C -2.8102 -1.5815 1.4893 0.029
H -1.9718 -0.6880 -1.4283 0.003
H -3.5966 -0.0848 -0.9186 0.015
H -4.0527 1.0872 1.5320 0.008
H -2.6873 2.2282 1.2652 -0.002
H -2.2394 1.0587 -1.2159 -0.006
H -2.7610 1.2836 2.7721 -0.004
C 0.0179 1.8523 1.8433 -0.008
O 0.0286 2.9939 2.0782 0.088
F -1.1015 -0.4905 4.0678 0.034
C -0.0062 -0.8024 3.2888 0.241
F 1.0972 -0.5138 4.0658 0.034
F -0.0206 -2.1806 3.1419 0.051
```

Results
molecular weight	478.06	g mol⁻¹
ΔE to the lowest compared entry with this formula, charge and spin	85.30	kJ/mol
E_LUMO (spin up / spin down)	-0.246 / -0.451	Eh
net charge	+2
frontier orbital gap (spin up / spin down)	9.551 / 2.918	eV
spin multiplicity	5



DFT (ωB97M-V/def2-TZVPD) results for 2 unconnected molecules or ions with the total composition C10H21F6N4OP.

XYZ file:
```
43
Properties=species:S:1:pos:R:3:mulliken_charge:R:1
C 1.8307 -4.0196 -0.1254 -0.850
C 1.3313 -3.7119 -1.6337 -0.244
N 1.8555 -2.3560 -2.0362 -0.228
C 0.8967 -1.2905 -1.7246 -0.322
N -0.4716 -1.2347 -2.2152 -0.019
C -1.1058 -0.0435 -1.6414 -0.109
C -2.6316 0.4366 -1.8432 -0.472
C -3.5402 -0.8998 -1.5803 -0.545
N -3.2245 -1.3657 -0.1934 -0.457
C -0.1303 0.7368 -0.7342 0.572
C -0.3343 2.0666 0.1096 -0.934
N 1.0498 -0.1303 -0.8767 0.286
C 2.3590 0.0873 -0.1743 -0.460
O 2.1497 0.5150 1.1782 -0.276
C 1.5515 -0.5179 1.9982 -0.538
H 1.8702 -5.1343 0.1114 0.374
H 1.1298 -3.5065 0.6356 0.154
H 2.8800 -3.5514 -0.0327 0.215
H 0.2039 -3.8322 -1.7678 0.232
H 1.8720 -4.4826 -2.3023 0.375
H 1.9749 -2.3168 -3.0644 0.341
H -0.8646 -1.9447 -2.8467 0.382
H -2.8507 1.1470 -0.9639 0.265
H -2.8313 0.9025 -2.8638 0.293
H -3.1120 -1.6915 -2.2963 0.233
H -4.6415 -0.6627 -1.7552 0.348
H -3.0691 -2.3874 -0.1827 0.188
H -3.9956 -1.1349 0.4487 0.218
H 0.0138 1.9680 1.2050 0.144
H 0.3096 2.9169 -0.3353 0.317
H -1.4180 2.4553 0.0939 0.269
H 3.0311 -0.8341 -0.2877 0.312
H 2.9240 0.9501 -0.6985 0.243
H 0.7205 -1.1148 1.4900 0.161
H 2.2986 -1.2526 2.4535 0.275
H 1.0518 0.0300 2.8863 0.263
F 1.3330 4.5574 4.0379 -0.340
P 0.1301 5.0305 3.0834 0.971
F 0.0390 3.4195 3.0747 -0.319
F 1.2190 5.8925 2.2743 -0.334
F -0.0189 6.3007 4.0550 -0.323
F -1.4246 5.0297 3.4913 -0.339
F -0.3611 4.9743 1.5491 -0.320
```

Results
molecular weight	358.27	g mol⁻¹
E_LUMO	-0.036	Eh
frontier orbital gap	8.291	eV
spin multiplicity	1



Values for max |F|, eV/Å, ordered as above
3.911, 2.723, 3.530, 4.236, 9.280, 5.896
Values for calculated total energy, eV, ordered as above
-49625.759, -123539.284, -86896.439, -59721.703, -87243.008, -44310.359